Version a
{"formula": "C3H4FNOS", "method": "ωB97M-V with the def2-TZVPD basis set", "species": ["C", "C", "C", "H", "H", "H", "H", "N", "O", "F", "S"], "positions_angstrom": [[-1.542, 0.464, 0.846], [-0.850, -0.946, 0.313], [0.462, -0.198, 0.026], [0.947, 2.244, 0.126], [-1.235, 0.963, 1.977], [-2.672, 1.102, 0.464], [-0.604, -1.838, 1.100], [-0.285, 0.970, -0.249], [0.031, 2.303, -0.463], [-1.672, -1.497, -0.722], [1.997, -0.633, 0.073]], "spin_multiplicity": 1, "charge": 0, "gap_ev": 9.131}

Version b
{"formula": "C3H4FNOS", "method": "ωB97M-V with the def2-TZVPD basis set", "species": ["C", "C", "C", "N", "O", "F", "S", "H", "H", "H", "H"], "positions_angstrom": [[-1.043, -0.720, 0.959], [-0.476, 0.622, 0.587], [0.835, -0.148, 0.884], [0.288, -1.255, 1.160], [2.150, 0.293, -3.026], [-0.656, 1.166, -0.563], [0.910, 0.414, -3.813], [-1.811, -0.614, 1.674], [-1.429, -1.272, 0.114], [-0.642, 1.258, 1.397], [1.874, 0.257, 0.628]], "spin_multiplicity": 1, "charge": 0, "gap_ev": [7.800, 7.788]}

Of them, the most stable is version b and the least stable is version a.

Version a
{"formula": "C9H11NOS", "method": "ωB97M-V with the def2-TZVPD basis set", "species": ["N", "S", "O", "C", "C", "C", "C", "C", "C", "C", "C", "C", "H", "H", "H", "H", "H", "H", "H", "H", "H", "H", "H"], "positions_angstrom": [[0.143, 2.518, -0.278], [-0.704, 1.254, -0.394], [-2.140, 1.395, 0.015], [0.225, 0.269, 0.647], [1.614, 0.328, 0.525], [2.355, -0.475, 1.366], [1.718, -1.246, 2.332], [0.388, -1.140, 2.561], [-0.364, -0.347, 1.729], [-0.703, 0.512, -1.994], [-0.785, -0.972, -1.928], [-1.896, -0.225, -2.537], [-0.487, 3.264, -0.102], [2.034, 1.027, -0.154], [3.428, -0.398, 1.422], [2.422, -1.701, 3.033], [-0.153, -1.591, 3.458], [-1.456, -0.256, 1.711], [-0.080, 1.068, -2.738], [-0.811, -1.486, -0.860], [-0.090, -1.651, -2.453], [-1.891, -0.130, -3.561], [-2.768, -0.018, -1.800]], "spin_multiplicity": 1, "charge": 0, "gap_ev": 9.560}

Version b
{"formula": "C9H11NOS", "method": "ωB97M-V with the def2-TZVPD basis set", "species": ["C", "N", "C", "C", "C", "C", "O", "C", "C", "C", "C", "S", "H", "H", "H", "H", "H", "H", "H", "H", "H", "H", "H"], "positions_angstrom": [[-0.735, -0.311, 4.098], [-1.048, -0.029, 2.964], [-0.411, -0.266, 1.802], [-0.121, -1.435, 1.264], [0.076, -1.638, -0.092], [0.128, -0.778, -1.146], [0.312, -1.179, -2.442], [0.345, -0.182, -3.432], [-0.195, 0.612, -0.883], [0.871, 1.331, -0.082], [-0.492, 1.071, 0.526], [-1.494, 2.483, 0.990], [-1.324, -0.083, 4.937], [0.283, -0.653, 4.324], [-0.045, -2.217, 1.945], [0.432, -2.572, -0.279], [0.729, -0.677, -4.337], [0.797, 0.686, -3.070], [-0.526, 0.219, -3.905], [-0.661, 1.073, -1.802], [1.629, 0.780, 0.256], [1.146, 2.389, -0.414], [-2.637, 1.869, 1.288]], "spin_multiplicity": 1, "charge": 0, "gap_ev": 7.993}

Of them, the most stable is version a and the least stable is version b.